No. 1
# C10H20N4O4

A single C10H20N4O4 molecule at a distorted geometry (ωB97M-V/def2-TZVPD, the Open Molecules 2025 dataset).

Each atom is followed by the atoms it is bonded to, with distances in Å.
Atoms and positions in Å:
1 N 4.34 -1.84 0.75  C2 1.405, H19 1.156, H20 1.032
2 C 4.59 -0.91 -0.27  N1 1.405, C3 1.541, H21 1.248, H22 1.187
3 C 4.42 0.51 0.31  C2 1.541, C4 1.654, H23 1.141, H24 1.209
4 C 2.82 0.88 0.46  C3 1.654, C5 1.544, H25 1.131, H26 1.072
5 C 1.73 0.33 -0.49  C4 1.544, C6 1.491, H27 1.183, H28 1.105
6 C 0.45 1.01 -0.11  C5 1.491, N7 1.564, C16 1.528, H29 1.201
7 N -0.77 0.58 -0.99  C6 1.564, C8 1.380, H30 1.145
8 C -1.87 0.25 -0.23  N7 1.380, O9 1.257, C10 1.588
9 O -2.12 0.75 0.90  C8 1.257
10 C -2.83 -0.87 -0.81  C8 1.588, N11 1.435, C12 1.536, H31 1.031
11 N -1.91 -1.97 -0.98  C10 1.435, H32 0.960, H33 1.186
12 C -3.97 -1.03 0.21  C10 1.536, C13 1.462, H34 1.141, H35 1.160
13 C -4.78 0.18 0.10  C12 1.462, N14 1.452, O15 1.217
14 N -5.80 0.05 1.12  C13 1.452, H36 1.040, H37 1.118
15 O -4.81 1.06 -0.74  C13 1.217
16 C 0.44 2.53 -0.26  C6 1.528, O17 1.221, O18 1.380
17 O 1.42 3.16 -0.62  C16 1.221
18 O -0.75 3.07 0.17  C16 1.380, H38 0.991
19 H 5.27 -1.95 1.42  N1 1.156
20 H 4.30 -2.83 0.46  N1 1.032
21 H 3.74 -0.76 -1.17  C2 1.248
22 H 5.55 -1.16 -0.91  C2 1.187
23 H 4.95 1.18 -0.45  C3 1.141
24 H 5.05 0.78 1.30  C3 1.209
25 H 2.57 1.95 0.70  C4 1.131
26 H 2.88 0.46 1.44  C4 1.072
27 H 1.71 -0.85 -0.49  C5 1.183
28 H 2.02 0.48 -1.54  C5 1.105
29 H 0.08 0.77 1.01  C6 1.201
30 H -0.63 0.07 -2.00  N7 1.145
31 H -3.14 -0.66 -1.77  C10 1.031
32 H -1.56 -2.33 -0.17  N11 0.960
33 H -2.05 -3.03 -1.48  N11 1.186
34 H -3.59 -1.23 1.27  C12 1.141
35 H -4.53 -2.04 0.13  C12 1.160
36 H -5.43 -0.04 2.09  N14 1.040
37 H -6.35 1.02 1.24  N14 1.118
38 H -1.46 2.44 0.43  O18 0.991

multiplicity = 1
energy relative to the best compared isomer or geometry (same formula, charge and spin) = 509.4 kJ/mol
frontier orbital gap = 9.88 eV
structure (SMILES) = NCCCC[C@H](NC(=O)[C@@H](N)CC(N)=O)C(=O)O
LUMO level = 0.42 eV
electronic energy = -24841.2017 eV
charge = 0
molecular weight = 260.29 g mol⁻¹

No. 2
# C10H20N4O4

A single C10H20N4O4 molecule at a distorted geometry (ωB97M-V/def2-TZVPD, the Open Molecules 2025 dataset).

Each atom is followed by the atoms it is bonded to, with distances in Å.
Atoms and positions in Å:
1 N 2.25 3.99 0.32  C2 1.537, H19 0.965, H20 1.060
2 C 1.57 2.96 -0.59  N1 1.537, C3 1.446, H21 1.108, H22 1.011
3 C 2.16 1.64 -0.52  C2 1.446, C4 1.533, H23 1.112, H24 1.117
4 C 1.92 0.92 0.82  C3 1.533, C5 1.581, H25 1.044, H26 1.078
5 C 2.32 -0.61 0.77  C4 1.581, C6 1.637, H27 1.203, H28 1.203
6 C 1.44 -1.30 -0.43  C5 1.637, N7 1.510, C16 1.623, H29 1.224
7 N 0.00 -1.51 -0.03  C6 1.510, C8 1.283, H30 1.037
8 C -0.96 -0.73 -0.35  N7 1.283, O9 1.296, C10 1.593
9 O -0.80 0.22 -1.22  C8 1.296
10 C -2.24 -1.13 0.52  C8 1.593, N11 1.375, C12 1.592, H31 1.074
11 N -1.99 -2.03 1.53  C10 1.375, H32 1.067, H33 1.120
12 C -3.29 0.03 0.79  C10 1.592, C13 1.618, H34 1.055, H35 1.024
13 C -4.20 0.29 -0.51  C12 1.618, N14 1.349, O15 1.233
14 N -3.49 0.65 -1.60  C13 1.349, H36 1.076, H37 1.013
15 O -5.43 0.21 -0.39  C13 1.233
16 C 1.78 -2.88 -0.64  C6 1.623, O17 1.293, O18 1.460
17 O 0.96 -3.86 -0.51  C16 1.293
18 O 3.20 -2.96 -0.97  C16 1.460, H38 0.939
19 H 3.14 3.64 0.16  N1 0.965
20 H 2.03 3.95 1.36  N1 1.060
21 H 1.73 3.30 -1.63  C2 1.108
22 H 0.59 2.80 -0.45  C2 1.011
23 H 1.74 1.06 -1.38  C3 1.112
24 H 3.27 1.66 -0.48  C3 1.117
25 H 2.53 1.42 1.51  C4 1.044
26 H 0.93 1.00 1.21  C4 1.078
27 H 1.96 -1.10 1.80  C5 1.203
28 H 3.42 -0.97 0.45  C5 1.203
29 H 1.64 -0.52 -1.34  C6 1.224
30 H -0.18 -2.32 0.59  N7 1.037
31 H -2.76 -1.67 -0.25  C10 1.074
32 H -2.80 -2.72 1.41  N11 1.067
33 H -2.32 -1.51 2.47  N11 1.120
34 H -2.82 0.94 1.06  C12 1.055
35 H -3.99 -0.23 1.49  C12 1.024
36 H -2.43 0.52 -1.53  N14 1.076
37 H -4.16 0.77 -2.36  N14 1.013
38 H 3.27 -3.89 -1.09  O18 0.939

multiplicity = 1
energy relative to the best compared isomer or geometry (same formula, charge and spin) = 418.0 kJ/mol
frontier orbital gap = 9.66 eV
structure (SMILES) = NCCCC[C@H](NC(=O)[C@@H](N)CC(N)=O)C(=O)O
LUMO level = 0.44 eV
electronic energy = -24842.1492 eV
charge = 0
molecular weight = 260.29 g mol⁻¹

No. 3
# C10H20N6O4

A single C10H20N6O4 molecule at a distorted geometry (ωB97M-V/def2-TZVPD, the Open Molecules 2025 dataset).

Each atom is followed by the atoms it is bonded to, with distances in Å.
Atoms and positions in Å:
1 H -4.39 -3.00 4.16  N2 1.066
2 N -4.22 -1.95 4.17  H1 1.066, C3 1.330
3 C -3.47 -1.53 3.15  N2 1.330, N4 1.414, N5 1.415
4 N -3.04 -0.19 3.01  C3 1.414, H22 1.043, H23 0.991
5 N -2.99 -2.50 2.25  C3 1.415, C6 1.524, H24 1.020
6 C -1.85 -2.16 1.29  N5 1.524, C7 1.564, H25 1.155, H26 1.093
7 C -0.39 -1.99 1.83  C6 1.564, C8 1.482, H27 1.138, H28 1.102
8 C 0.53 -1.30 0.90  C7 1.482, C9 1.557, H29 1.165, H30 1.127
9 C 0.60 0.26 0.91  C8 1.557, N10 1.481, C11 1.583, H31 1.097
10 N -0.76 0.84 0.82  C9 1.481, H32 1.112, H33 0.982
11 C 1.42 1.13 -0.12  C9 1.583, O12 1.254, N13 1.351
12 O 1.53 2.37 0.07  C11 1.254
13 N 2.14 0.54 -1.10  C11 1.351, C14 1.461, H34 1.002
14 C 2.61 1.28 -2.27  N13 1.461, C15 1.533, C19 1.603, H35 1.155
15 C 1.40 2.12 -2.72  C14 1.533, C16 1.479, H36 1.151, H37 1.187
16 C 0.28 1.18 -2.95  C15 1.479, N17 1.414, O18 1.280
17 N 0.09 0.48 -4.17  C16 1.414, H38 1.114, H39 1.079
18 O -0.41 0.76 -1.96  C16 1.280
19 C 4.03 1.99 -2.03  C14 1.603, O20 1.249, O21 1.286
20 O 4.92 1.76 -2.87  C19 1.249
21 O 3.82 2.99 -1.25  C19 1.286, H40 0.992
22 H -2.17 -0.03 2.46  N4 1.043
23 H -3.34 0.20 3.87  N4 0.991
24 H -3.16 -3.43 2.64  N5 1.020
25 H -1.83 -3.14 0.68  C6 1.155
26 H -2.24 -1.37 0.65  C6 1.093
27 H -0.01 -3.05 1.97  C7 1.138
28 H -0.35 -1.38 2.75  C7 1.102
29 H 0.28 -1.49 -0.22  C8 1.165
30 H 1.61 -1.63 0.98  C8 1.127
31 H 1.04 0.65 1.84  C9 1.097
32 H -0.65 1.93 0.62  N10 1.112
33 H -1.07 0.60 -0.08  N10 0.982
34 H 2.04 -0.45 -1.18  N13 1.002
35 H 2.86 0.42 -2.99  C14 1.155
36 H 1.58 2.76 -3.66  C15 1.151
37 H 1.06 2.60 -1.69  C15 1.187
38 H 0.21 1.20 -5.01  N17 1.114
39 H -0.77 -0.17 -4.08  N17 1.079
40 H 3.07 2.73 -0.66  O21 0.992

multiplicity = 1
energy relative to the best compared isomer or geometry (same formula, charge and spin) = 404.8 kJ/mol
frontier orbital gap = 8.38 eV
structure (SMILES) = [H]/N=C(/N)NCCC[C@H](N)C(=O)N[C@@H](CC(N)=O)C(=O)O
LUMO level = 0.16 eV
electronic energy = -27823.5285 eV
charge = 0
molecular weight = 288.31 g mol⁻¹

No. 4
# C10H20NO3S

A gas-phase ion, C10H20NO3S (charge +1) at a distorted geometry (ωB97M-V/def2-TZVPD, the Open Molecules 2025 dataset).

Each atom is followed by the atoms it is bonded to, with distances in Å.
Atoms and positions in Å:
1 C -2.64 0.16 -2.03  C2 1.508, H16 1.083, H17 1.077, H18 1.082
2 C -1.26 0.62 -2.42  C1 1.508, O3 1.211, N4 1.446
3 O -0.74 0.25 -3.45  C2 1.211
4 N -0.62 1.52 -1.49  C2 1.446, C5 1.479, C6 1.474
5 C -0.45 2.85 -2.12  N4 1.479, H19 1.081, H20 1.082, H21 1.082
6 C 0.67 0.96 -1.07  N4 1.474, C7 1.529, H22 1.086, H23 1.081
7 C 1.18 1.68 0.18  C6 1.529, C8 1.528, H24 1.083, H25 1.083
8 C 0.96 0.97 1.52  C7 1.528, C9 1.524, H26 1.083, H27 1.080
9 C -0.49 0.66 1.85  C8 1.524, S10 1.808, H28 1.083, H29 1.082
10 S -1.11 -0.85 1.08  C9 1.808, C11 1.805, H30 1.345
11 C -0.49 -2.28 1.99  S10 1.805, C12 1.507, H31 1.083, H32 1.082
12 C 1.00 -2.43 1.89  C11 1.507, O13 1.417, H33 1.082, H34 1.086
13 O 1.41 -2.14 0.57  C12 1.417, C14 1.376
14 C 2.39 -2.95 0.04  O13 1.376, O15 1.216, H35 1.096
15 O 3.15 -2.54 -0.81  C14 1.216
16 H -2.54 -0.75 -1.44  C1 1.083
17 H -3.23 -0.02 -2.91  C1 1.077
18 H -3.11 0.91 -1.41  C1 1.082
19 H -0.89 3.62 -1.50  C5 1.081
20 H -0.90 2.90 -3.10  C5 1.082
21 H 0.60 3.08 -2.25  C5 1.082
22 H 1.43 1.08 -1.84  C6 1.086
23 H 0.57 -0.11 -0.93  C6 1.081
24 H 0.75 2.67 0.26  C7 1.083
25 H 2.24 1.82 0.07  C7 1.083
26 H 1.28 1.65 2.30  C8 1.083
27 H 1.62 0.12 1.58  C8 1.080
28 H -1.11 1.46 1.48  C9 1.083
29 H -0.65 0.56 2.92  C9 1.082
30 H -2.41 -0.85 1.45  S10 1.345
31 H -0.97 -3.13 1.52  C11 1.083
32 H -0.82 -2.28 3.02  C11 1.082
33 H 1.52 -1.76 2.57  C12 1.082
34 H 1.27 -3.44 2.17  C12 1.086
35 H 2.38 -4.00 0.35  C14 1.096

multiplicity = 1
energy relative to the best compared isomer or geometry (same formula, charge and spin) = 0.0 kJ/mol
frontier orbital gap = 8.60 eV
LUMO level = -3.48 eV
electronic energy = -29153.8910 eV
charge = +1
molecular weight = 234.34 g mol⁻¹

No. 5
# C10H20NSi

A gas-phase ion, C10H20NSi (charge +1) at a distorted geometry (ωB97M-V/def2-TZVPD, the Open Molecules 2025 dataset).

Each atom is followed by the atoms it is bonded to, with distances in Å.
Atoms and positions in Å:
1 C -1.80 -1.00 1.98  N2 1.550, H13 1.183, H14 1.045, H15 1.069
2 N -1.61 -0.86 0.45  C1 1.550, C3 1.567, C4 1.481, H16 1.036
3 C -2.83 -1.41 -0.37  N2 1.567, H17 1.107, H18 1.087, H19 1.152
4 C -1.08 0.48 0.12  N2 1.481, C5 1.338, C12 1.457
5 C 0.11 0.86 -0.37  C4 1.338, Si6 1.949, C10 1.449
6 Si 1.79 -0.12 -0.52  C5 1.949, C7 1.860, C8 1.878, C9 1.917
7 C 3.07 0.55 0.65  Si6 1.860, H20 1.085, H21 1.107, H22 1.090
8 C 2.49 0.15 -2.24  Si6 1.878, H23 1.060, H24 1.076, H25 1.101
9 C 1.66 -1.95 0.04  Si6 1.917, H26 1.094, H27 1.081, H28 1.039
10 C 0.08 2.29 -0.61  C5 1.449, C11 1.334, H29 1.123
11 C -1.13 2.73 -0.27  C10 1.334, C12 1.452, H30 1.102
12 C -1.94 1.65 0.26  C4 1.457, C11 1.452, H31 1.139, H32 1.073
13 H -2.89 -0.60 2.22  C1 1.183
14 H -1.71 -1.99 2.30  C1 1.045
15 H -1.22 -0.38 2.63  C1 1.069
16 H -0.81 -1.51 0.27  N2 1.036
17 H -3.61 -0.63 -0.38  C3 1.107
18 H -2.49 -1.66 -1.37  C3 1.087
19 H -3.49 -2.16 0.19  C3 1.152
20 H 3.36 -0.37 1.15  C7 1.085
21 H 3.94 1.01 0.16  C7 1.107
22 H 2.62 1.28 1.32  C7 1.090
23 H 1.70 0.43 -2.89  C8 1.060
24 H 3.26 0.89 -2.10  C8 1.076
25 H 3.11 -0.59 -2.76  C8 1.101
26 H 1.33 -2.69 -0.71  C9 1.094
27 H 2.62 -2.31 0.39  C9 1.081
28 H 1.00 -2.15 0.81  C9 1.039
29 H 0.92 2.80 -1.15  C10 1.123
30 H -1.58 3.72 -0.42  C11 1.102
31 H -1.95 1.82 1.39  C12 1.139
32 H -2.92 1.70 -0.17  C12 1.073

multiplicity = 1
energy relative to the best compared isomer or geometry (same formula, charge and spin) = 0.0 kJ/mol
frontier orbital gap = 9.88 eV
structure (SMILES) = C[NH+](C)C1=C([Si](C)(C)C)C=CC1
LUMO level = -2.72 eV
electronic energy = -20054.1151 eV
charge = +1
molecular weight = 182.36 g mol⁻¹

No. 6
# C10H20O20S5

5 unconnected molecules or ions with the total composition C10H20O20S5 at a distorted geometry (ωB97M-V/def2-TZVPD, the Open Molecules 2025 dataset).

Each atom is followed by the atoms it is bonded to, with distances in Å.
Atoms and positions in Å:
1 O -1.38 -15.11 -5.70  S2 1.400
2 S -1.45 -13.71 -5.83  O1 1.400, O3 1.434, O4 1.549, O7 1.630
3 O -0.58 -12.77 -5.21  S2 1.434
4 O -1.67 -13.35 -7.32  S2 1.549, C5 1.440
5 C -3.00 -12.84 -7.52  O4 1.440, C6 1.514, H8 1.105, H9 1.033
6 C -3.49 -12.41 -6.16  C5 1.514, O7 1.321, H10 1.111, H11 1.119
7 O -2.95 -13.29 -5.34  S2 1.630, C6 1.321
8 H -2.87 -11.99 -8.22  C5 1.105
9 H -3.64 -13.49 -8.01  C5 1.033
10 H -4.60 -12.47 -6.05  C6 1.111
11 H -3.21 -11.34 -5.95  C6 1.119
12 O 0.14 -20.72 -5.83  S13 1.388
13 S -0.62 -21.88 -5.74  O12 1.388, O14 1.403, O15 1.598, O18 1.601
14 O -0.49 -22.83 -4.71  S13 1.403
15 O -2.10 -21.35 -5.97  S13 1.598, C16 1.406
16 C -2.87 -22.28 -6.70  O15 1.406, C17 1.538, H19 1.092, H20 1.068
17 C -1.86 -22.86 -7.70  C16 1.538, O18 1.448, H21 1.067, H22 1.084
18 O -0.55 -22.71 -7.10  S13 1.601, C17 1.448
19 H -3.52 -22.97 -6.16  C16 1.092
20 H -3.60 -21.71 -7.22  C16 1.068
21 H -1.74 -22.48 -8.69  C17 1.067
22 H -2.00 -23.93 -7.76  C17 1.084
23 O -5.79 -20.05 -4.30  S24 1.378
24 S -6.45 -18.87 -4.56  O23 1.378, O25 1.394, O26 1.565, O29 1.561
25 O -5.76 -17.66 -4.68  S24 1.394
26 O -7.30 -19.14 -5.84  S24 1.565, C27 1.457
27 C -8.71 -19.34 -5.53  O26 1.457, C28 1.531, H30 1.080, H31 1.104
28 C -8.85 -18.40 -4.33  C27 1.531, O29 1.405, H32 1.076, H33 1.111
29 O -7.68 -18.70 -3.62  S24 1.561, C28 1.405
30 H -9.29 -18.91 -6.33  C27 1.080
31 H -8.99 -20.39 -5.33  C27 1.104
32 H -9.68 -18.62 -3.68  C28 1.076
33 H -8.81 -17.36 -4.72  C28 1.111
34 O -4.61 -19.62 -8.94  S35 1.452
35 S -4.03 -18.37 -8.49  O34 1.452, O36 1.434, O37 1.541, O40 1.624
36 O -4.37 -17.11 -9.09  S35 1.434
37 O -4.36 -18.23 -7.00  S35 1.541, C38 1.405
38 C -3.24 -18.21 -6.14  O37 1.405, C39 1.577, H41 1.092, H42 1.111
39 C -1.97 -18.23 -7.08  C38 1.577, O40 1.369, H43 1.102, H44 1.124
40 O -2.42 -18.52 -8.34  S35 1.624, C39 1.369
41 H -3.42 -17.34 -5.52  C38 1.092
42 H -3.33 -19.14 -5.53  C38 1.111
43 H -1.23 -18.99 -6.74  C39 1.102
44 H -1.40 -17.26 -7.12  C39 1.124
45 O -4.28 -23.54 -13.18  S46 1.399
46 S -5.53 -22.91 -13.05  O45 1.399, O47 1.388, O48 1.617, O51 1.591
47 O -6.70 -23.35 -13.66  S46 1.388
48 O -5.79 -22.71 -11.47  S46 1.617, C49 1.418
49 C -5.72 -21.35 -11.10  O48 1.418, C50 1.547, H52 1.113, H53 1.108
50 C -5.79 -20.49 -12.38  C49 1.547, O51 1.461, H54 1.109, H55 1.081
51 O -5.27 -21.39 -13.41  S46 1.591, C50 1.461
52 H -6.60 -21.03 -10.50  C49 1.113
53 H -4.77 -21.21 -10.54  C49 1.108
54 H -5.13 -19.61 -12.26  C50 1.109
55 H -6.80 -20.19 -12.66  C50 1.081

multiplicity = 1
energy relative to the best compared isomer or geometry (same formula, charge and spin) = 169.5 kJ/mol
frontier orbital gap = 11.06 eV
structure (SMILES) = O=S1(=O)OCCO1.O=S1(=O)OCCO1.O=S1(=O)OCCO1.O=S1(=O)OCCO1.O=S1(=O)OCCO1
LUMO level = 0.12 eV
electronic energy = -105814.2137 eV
charge = 0
molecular weight = 620.59 g mol⁻¹